Entry 1:
A molecular structure, C54H48F3N3O6ReS4Si, computed with wB97M-V/def2-TZVPD.

Positions of all 120 atoms, in Å:
Re  0.1794  -0.2341  1.2147
C  2.6243  -2.6144  -4.5965
Si  3.0638  -2.7646  -2.7640
C  2.3391  -4.3715  -2.1548
C  4.9494  -2.9138  -2.6566
C  2.5779  -1.1177  -1.9094
C  3.1884  0.0424  -2.4438
C  2.9424  1.3107  -1.9244
C  2.0626  1.4023  -0.8469
N  1.4584  0.3122  -0.2891
C  1.7094  -0.9213  -0.8212
S  0.8829  -2.2230  -0.0251
H  2.9244  -3.5220  -5.1253
H  3.1371  -1.7624  -5.0511
H  1.5512  -2.4815  -4.7139
H  2.7273  -5.2008  -2.7526
H  1.2505  -4.3865  -2.2487
H  2.6087  -4.5683  -1.1147
H  5.2798  -3.8229  -3.1637
H  5.2651  -2.9623  -1.6115
H  5.4343  -2.0567  -3.1305
H  3.8746  -0.0319  -3.2823
H  3.4138  2.1925  -2.3348
H  1.8275  2.3500  -0.3758
C  -1.5538  7.4136  -2.1149
C  -1.3837  6.0300  -1.5532
C  -0.1613  5.6028  -1.0411
C  -0.0148  4.3158  -0.5257
C  -1.0905  3.4379  -0.5370
C  -2.3152  3.8614  -1.0502
C  -2.4606  5.1424  -1.5622
S  -0.9487  1.7476  0.1878
O  -2.3369  1.5512  0.6899
C  -0.8474  0.9866  -1.5113
C  0.3558  1.1675  -2.1951
C  0.5836  0.6149  -3.4264
C  -0.3763  -0.2114  -4.0182
C  -0.1151  -0.7977  -5.2693
C  -1.0224  -1.6513  -5.8554
C  -2.2130  -1.9461  -5.1886
C  -2.4772  -1.3669  -3.9638
C  -1.5851  -0.4605  -3.3414
C  -1.8455  0.1842  -2.0864
C  -3.1736  -0.0853  -1.4653
C  -4.3505  0.3975  -2.1105
C  -4.3256  1.3344  -3.1706
C  -5.4783  1.7581  -3.7979
C  -6.7214  1.2597  -3.3896
C  -6.7864  0.3514  -2.3573
C  -5.6182  -0.0878  -1.7046
C  -5.7039  -1.0275  -0.6684
C  -4.5775  -1.4379  0.0004
C  -3.3158  -0.9279  -0.3429
S  -1.8800  -1.3375  0.6885
O  -1.6043  -2.7811  0.4459
C  -2.6640  -1.3038  2.3323
C  -3.5722  -0.3238  2.7195
C  -4.0571  -0.2753  4.0207
C  -3.6402  -1.2070  4.9684
C  -4.1119  -1.1059  6.3914
C  -2.7237  -2.1831  4.5866
C  -2.2461  -2.2312  3.2815
H  -0.7292  8.0666  -1.8228
H  -2.4764  7.8648  -1.7422
H  -1.5950  7.3737  -3.2060
H  0.6872  6.2793  -1.0272
H  0.9408  4.0178  -0.1080
H  -3.1727  3.1956  -1.0387
H  -3.4249  5.4491  -1.9549
H  1.1688  1.7729  -1.7241
H  1.5278  0.8030  -3.9214
H  0.8146  -0.5928  -5.7877
H  -0.8070  -2.1018  -6.8174
H  -2.9301  -2.6311  -5.6256
H  -3.4086  -1.6441  -3.4808
H  -3.3819  1.7461  -3.5158
H  -5.4180  2.4732  -4.6100
H  -7.6293  1.5855  -3.8842
H  -7.7575  -0.0269  -2.0547
H  -6.6648  -1.4296  -0.3653
H  -4.6793  -2.1507  0.8112
H  -3.9110  0.4321  2.0217
H  -4.7532  0.5112  4.2928
H  -5.1452  -0.7548  6.4338
H  -3.4802  -0.4072  6.9454
H  -4.0771  -2.0779  6.8874
H  -2.3631  -2.9090  5.3079
H  -1.5252  -2.9951  3.0134
N  0.7377  -1.5839  2.7528
C  2.0916  -2.1281  2.8841
C  2.2969  -3.1998  3.7569
C  3.5734  -3.7072  3.9683
C  4.6535  -3.1242  3.3234
C  4.4634  -2.0448  2.4778
C  3.1820  -1.5409  2.2845
S  6.3186  -3.7975  3.5462
O  6.9071  -3.6539  2.2226
O  6.0718  -5.1689  3.9625
O  6.8632  -2.9228  4.5729
H  0.1049  -2.3870  2.7658
H  0.4557  -1.1855  3.6569
H  1.4614  -3.6574  4.2785
H  3.7351  -4.5488  4.6314
H  5.3172  -1.6030  1.9751
H  3.0445  -0.7170  1.6421
F  4.9495  4.3259  3.6882
C  4.5116  3.2730  4.4113
F  4.0296  3.7792  5.5634
F  5.6041  2.5596  4.7390
C  3.5044  2.4517  3.6591
C  3.8521  1.8636  2.4507
C  2.9099  1.1144  1.7794
N  1.6389  0.9104  2.2325
C  1.3361  1.4984  3.4084
C  2.2222  2.2641  4.1442
H  4.8444  1.9853  2.0333
H  3.1514  0.6516  0.8433
H  0.3245  1.3308  3.7563
H  1.9049  2.7034  5.0810
O  -0.7847  0.3468  2.5380

Values from the calculation:
- Orbital gap (spin up / spin down): 5.49 / 4.95 eV
- 2S+1: 4
- Molecular weight: 1234.55 g mol⁻¹
- Relative energy (zero: lowest compared OMol25 entry of this formula, charge and spin): 6.605 eV
- Max |F|: 0.096 Eh/bohr
- DFT total energy: -4962.13935 a.u.
- Expectation value of S²: 3.78

Löwdin atomic charge list, values in e, 4 entries: number 1, Re, carries 1.2213; number 2, C, carries -0.1652; number 3, Si, carries 0.5449; number 4, C, carries -0.2007

---

Entry 2:
A molecular structure, C7H32NO13V, computed with wB97M-V/def2-TZVPD.

Positions of all 54 atoms, in Å:
O  -10.5950  28.0735  29.4110
V  -9.0619  28.0949  29.8927
O  -8.9345  27.9237  31.4924
N  -3.7152  28.7305  29.1659
H  -3.6336  29.6854  29.5254
H  -4.6514  28.6147  28.7006
H  -3.6202  28.0678  29.9363
H  -3.0232  28.5707  28.4341
C  -6.8911  28.2432  28.2976
O  -6.7904  28.3052  29.5657
O  -8.1021  28.0763  27.8625
O  -5.8545  28.1852  27.5588
O  -5.4011  25.3369  27.5632
H  -4.5467  25.0281  27.2419
H  -5.4171  26.3055  27.4011
O  -7.9860  26.3616  25.5227
H  -7.9041  27.0016  26.2524
H  -7.3032  26.6216  24.8912
O  -5.5547  25.8636  30.4715
H  -5.6299  25.4345  29.6024
H  -5.9121  26.7541  30.3315
O  -4.9572  27.5599  24.8180
H  -5.1038  27.7250  25.7663
H  -4.2671  26.8888  24.7734
O  -5.6272  30.9554  26.6395
H  -5.5617  31.0822  25.6864
H  -5.5387  30.0002  26.7733
O  -9.0057  30.0673  26.2098
H  -8.3445  29.8993  25.5335
H  -8.8584  29.3622  26.8757
C  -3.6248  29.7771  33.0017
C  -5.0302  29.3680  32.5810
C  -6.0467  29.8713  33.6073
O  -5.2430  29.9667  31.2883
H  -3.4945  30.7796  33.4088
H  -2.8796  29.5877  32.2175
H  -3.1797  29.1467  33.7868
H  -5.0170  28.2809  32.4637
H  -6.3954  30.8708  33.3657
H  -5.6290  29.8733  34.6158
H  -6.8662  29.1503  33.6672
H  -5.8793  29.3926  30.8317
C  -11.0388  24.3617  29.8139
C  -9.7301  24.9914  30.2857
C  -8.7032  23.9764  30.7539
O  -9.1765  25.7976  29.2266
H  -11.7075  25.1520  29.4570
H  -11.5581  23.8806  30.6412
H  -10.9236  23.7301  28.9310
H  -9.9810  25.6349  31.1275
H  -7.7550  24.4843  30.9375
H  -8.5369  23.1837  30.0165
H  -9.0228  23.4559  31.6573
H  -8.6983  25.2031  28.6331

Values from the calculation:
- Orbital gap: 8.49 eV
- 2S+1: 1
- Molecular weight: 389.27 g mol⁻¹
- Relative energy (zero: lowest compared OMol25 entry of this formula, charge and spin): 0.000 eV
- Max |F|: 0.052 Eh/bohr
- DFT total energy: -2262.84758 a.u.

Löwdin atomic charge list, values in e, 4 entries: number 1, O, carries -0.2734; number 2, V, carries 1.0848; number 3, O, carries -0.3225; number 4, N, carries 0.3024

---

Entry 3:
3 unconnected molecules or ions with the total composition C2H11N2O2, computed with wB97M-V/def2-TZVPD.

Positions of all 17 atoms, in Å:
C  -0.8142  0.5153  -0.8628
C  -0.2496  -0.7224  -0.8620
N  0.4874  -1.0609  0.4227
N  -1.0404  1.3570  -1.8685
H  -0.9515  0.9358  0.1334
H  0.3323  -1.2063  -1.6325
H  1.5067  -1.0188  0.3570
H  0.3427  -2.0475  0.6768
H  0.1057  -0.6077  1.2555
H  -0.9007  1.0066  -2.8018
H  -1.5686  2.1860  -1.6311
H  2.9774  -3.2470  2.9974
H  4.4127  -3.8040  2.9001
O  3.6669  -3.4801  2.3689
H  -2.8897  3.2411  0.1525
H  -2.7960  4.4457  -0.8696
O  -2.6210  3.5072  -0.7359

Values from the calculation:
- Orbital gap: 9.45 eV
- 2S+1: 1
- Molecular weight: 95.12 g mol⁻¹
- Relative energy (zero: lowest compared OMol25 entry of this formula, charge and spin): 2.006 eV
- Max |F|: 0.039 Eh/bohr
- Total charge: +1
- DFT total energy: -342.51471 a.u.

Löwdin atomic charge list, values in e, 4 entries: number 1, C, carries -0.1970; number 2, C, carries -0.0874; number 3, N, carries 0.1489; number 4, N, carries 0.1361